Entry 1:
C4H8BrCl4N2O6V as an isolated structure. Source: the OMol25 dataset; level of theory: the ωB97M-V functional and the def2-TZVPD basis.

The geometry in XYZ format:
```
26
Properties=species:S:1:pos:R:3:forces:R:3
V -0.563 -0.431 -0.737 0.18 -0.64 -0.49
N 0.985 -2.230 -2.003 -1.59 0.97 -0.96
O -0.101 -2.506 -1.383 -0.33 -0.61 0.73
O 1.641 -2.989 -2.653 -0.31 0.49 1.09
O 1.131 -0.960 -1.984 0.96 0.97 0.33
N -0.046 0.651 1.630 -1.16 0.07 -0.19
O -1.135 0.943 1.043 -0.15 0.14 -0.51
O 0.269 1.009 2.723 0.06 -0.21 -0.80
O 0.644 -0.129 0.888 1.54 -0.75 -0.27
Br -2.406 0.006 -2.358 1.01 -0.25 0.93
Cl -2.144 -0.758 4.055 0.12 -0.01 0.00
C -1.725 -2.459 3.731 -1.12 -0.02 0.10
C -2.408 -2.938 2.460 0.66 0.06 0.55
Cl -1.744 -2.196 0.963 -0.34 -0.53 -0.03
H -2.223 -3.051 4.503 0.25 0.07 0.21
H -0.652 -2.574 3.826 0.06 -0.09 -0.42
H -3.470 -2.722 2.505 0.00 0.16 -0.14
H -2.262 -4.012 2.364 0.07 0.03 -0.22
Cl 3.287 4.973 -3.289 -0.10 -0.02 -0.03
C 2.765 3.422 -2.598 0.04 -0.47 0.21
C 1.269 3.423 -2.350 -0.05 0.29 -0.18
Cl 0.872 1.954 -1.391 0.24 0.25 0.17
H 3.292 3.263 -1.659 0.01 0.20 0.02
H 3.066 2.616 -3.263 -0.10 0.09 -0.15
H 0.673 3.402 -3.257 0.09 -0.10 -0.06
H 0.981 4.293 -1.766 -0.05 -0.12 0.14
```
Positions in Å, forces in eV/Å.

Summary:
- HOMO-LUMO gap (alpha / beta): 7.76 / 8.95 eV
- Multiplicity: 3


Entry 2:
A 9-piece molecular cluster, C54H135N9O18 overall. Source: the OMol25 dataset; level of theory: the ωB97M-V functional and the def2-TZVPD basis.

The geometry in XYZ format:
```
216
Properties=species:S:1:pos:R:3:forces:R:3
C -1.949 8.504 0.142 -0.78 -0.53 -0.28
O -2.903 7.571 0.668 -0.26 0.24 0.03
C -4.239 8.077 1.006 2.20 0.11 0.81
C -4.900 7.024 1.888 0.83 -0.56 -1.17
N -5.133 5.868 1.034 -2.20 -0.31 -0.22
C -5.832 4.756 1.653 1.13 -1.02 0.21
C -4.880 3.886 2.506 -0.20 -1.18 -0.19
O -3.850 3.268 1.693 0.06 1.15 0.42
C -2.902 2.593 2.525 -1.10 -0.24 -0.15
H -1.523 9.176 0.886 -0.31 0.15 0.23
H -2.394 9.054 -0.687 -0.05 0.36 0.03
H -1.116 7.951 -0.293 -0.09 -0.33 0.15
H -4.792 8.335 0.103 -0.21 -0.42 -0.06
H -4.096 9.003 1.564 -0.05 0.20 0.21
H -5.779 7.488 2.335 -0.55 -0.44 -0.40
H -4.309 6.652 2.726 0.66 0.86 0.30
H -4.331 5.463 0.573 0.46 0.67 0.20
H -6.217 4.072 0.896 0.06 0.10 -0.36
H -6.719 5.019 2.228 0.21 0.46 0.20
H -5.413 3.035 2.929 -0.57 -0.07 0.15
H -4.470 4.378 3.388 0.41 0.52 -0.16
H -2.230 2.000 1.905 -0.01 0.28 -0.02
H -3.462 1.912 3.164 0.14 -0.29 0.13
H -2.367 3.265 3.196 0.25 0.29 -0.16
C 2.174 1.445 2.951 -0.39 -0.17 0.13
O 2.424 1.733 1.574 -1.07 0.06 0.67
C 1.357 1.264 0.742 0.15 0.81 -1.08
C 1.555 1.817 -0.683 0.63 -0.43 -1.16
N 0.583 1.340 -1.672 -0.78 -1.93 0.66
C 0.583 -0.162 -1.897 -0.07 1.45 0.17
C -0.144 -0.596 -3.188 -0.44 0.04 0.68
O -0.183 -2.011 -3.263 0.44 -1.17 -0.95
C -1.220 -2.597 -4.117 0.12 0.90 1.14
H 3.040 1.665 3.576 0.27 -0.29 -0.42
H 1.791 0.437 3.106 0.72 -0.60 -0.26
H 1.357 1.977 3.439 -0.29 0.91 -0.59
H 0.350 1.606 0.979 -0.10 0.12 0.96
H 1.366 0.174 0.760 -0.05 -0.18 -0.15
H 2.583 1.602 -0.975 0.52 -0.74 -0.09
H 1.580 2.898 -0.818 -0.55 0.26 0.94
H 0.640 1.827 -2.556 0.35 0.39 -0.12
H 0.068 -0.608 -1.046 0.09 -0.26 0.00
H 1.627 -0.475 -1.895 0.15 -0.54 -0.14
H 0.331 -0.135 -4.054 0.07 -0.06 -0.31
H -1.185 -0.279 -3.135 -0.15 0.56 -0.02
H -1.069 -3.657 -4.318 0.56 0.00 0.46
H -1.330 -2.154 -5.107 0.22 0.51 0.21
H -2.131 -2.502 -3.526 -0.43 0.01 -0.42
C -0.949 0.753 -7.206 -0.51 0.68 0.68
O -0.287 1.796 -6.480 0.80 -0.42 -0.66
C -1.009 2.376 -5.413 -0.16 0.30 -0.39
C -0.162 3.484 -4.800 0.53 -0.37 -0.47
N 1.044 2.988 -4.167 0.10 0.89 1.78
C 1.957 4.109 -3.751 -1.44 -2.05 -1.74
C 3.270 3.567 -3.341 0.84 -0.03 -0.05
O 3.916 2.927 -4.451 -0.27 -0.34 -0.31
C 5.285 2.677 -4.192 0.26 1.45 0.95
H -0.527 0.563 -8.193 0.68 0.24 0.32
H -1.967 1.071 -7.430 -0.37 -0.12 0.22
H -0.950 -0.164 -6.617 -0.18 -0.11 -0.09
H -1.308 1.636 -4.670 0.11 -0.19 0.19
H -1.920 2.802 -5.833 -0.32 0.22 0.11
H -0.716 4.093 -4.084 -0.30 -0.38 0.32
H 0.097 4.217 -5.564 0.01 0.04 -0.64
H 1.597 2.294 -4.649 -0.30 0.19 -0.68
H 1.538 4.767 -2.991 -0.20 -0.23 0.05
H 2.130 4.640 -4.687 0.21 0.80 0.08
H 3.271 2.837 -2.531 -0.31 0.22 0.28
H 3.727 4.502 -3.020 1.22 -0.18 0.15
H 5.722 3.674 -4.133 0.61 0.10 0.02
H 5.883 2.113 -4.908 -0.93 -0.17 -0.43
H 5.442 2.246 -3.203 -0.15 -0.36 0.14
C 6.565 5.666 2.950 -0.43 0.65 0.03
O 5.919 4.497 3.463 0.03 0.26 -0.44
C 4.507 4.648 3.739 0.55 0.24 -0.25
C 3.564 4.597 2.524 0.12 -0.69 0.37
N 3.336 5.874 1.860 -0.27 0.64 -0.41
C 2.591 5.721 0.614 -0.57 -0.88 0.10
C 1.108 5.318 0.809 0.61 -0.26 -1.49
O 0.649 5.119 -0.553 -0.44 0.54 0.75
C -0.675 4.627 -0.623 -0.29 -1.16 0.11
H 6.684 6.403 3.744 -0.47 0.31 0.14
H 6.049 6.094 2.090 -0.50 0.10 0.22
H 7.587 5.597 2.576 0.11 -1.40 0.23
H 4.301 5.557 4.303 0.24 0.61 -0.13
H 4.269 3.899 4.494 0.03 -0.49 -0.48
H 2.641 4.121 2.854 -0.38 0.16 0.41
H 3.879 3.855 1.790 0.58 0.17 -0.09
H 2.731 6.443 2.434 0.28 0.27 0.54
H 3.116 4.948 0.053 -0.27 -0.28 -0.14
H 2.557 6.566 -0.074 0.42 0.54 0.49
H 0.514 6.078 1.316 -0.02 0.42 -0.09
H 1.006 4.418 1.417 -0.01 -0.44 -0.21
H -1.474 5.224 -0.184 0.32 0.55 0.34
H -0.691 3.644 -0.152 -0.20 -0.18 0.30
H -1.004 4.411 -1.640 0.57 0.35 -0.31
C 6.399 0.157 3.819 0.23 -0.11 0.06
O 5.448 0.102 4.866 0.38 0.37 -0.77
C 6.027 0.146 6.156 -1.66 0.31 0.31
C 4.817 0.422 7.073 -0.03 -1.34 -0.25
N 4.290 1.740 6.879 -0.58 1.31 1.42
C 3.153 2.082 7.787 -0.24 0.36 -1.53
C 2.494 3.440 7.298 1.10 -1.15 0.37
O 2.195 3.304 5.912 0.33 0.42 -0.33
C 0.917 3.760 5.541 -0.84 -0.99 0.32
H 7.007 1.062 3.840 -0.43 0.56 -0.12
H 5.868 0.025 2.876 0.03 0.27 0.08
H 7.171 -0.610 3.875 -0.16 -0.67 0.26
H 6.684 1.006 6.285 0.55 -0.18 -0.23
H 6.471 -0.838 6.303 0.42 0.15 0.61
H 4.996 0.173 8.119 0.53 0.62 0.20
H 4.066 -0.329 6.827 -0.31 -0.41 -0.37
H 3.950 1.873 5.937 0.12 -0.22 -0.17
H 3.405 2.019 8.846 0.54 0.71 -0.03
H 2.375 1.321 7.726 -0.45 -0.31 -0.36
H 3.207 4.260 7.382 0.10 0.04 0.24
H 1.608 3.675 7.887 -0.12 -0.11 0.01
H 0.750 3.800 4.465 0.71 0.14 -0.07
H 0.594 4.705 5.978 0.33 0.16 0.14
H 0.246 2.968 5.874 -0.69 0.17 0.19
C -5.541 -1.315 -4.319 0.26 0.02 0.89
O -4.587 -2.138 -4.912 0.02 -1.40 -1.90
C -5.162 -3.077 -5.859 0.95 -1.17 -0.39
C -4.086 -4.124 -6.337 0.01 1.86 1.18
N -3.045 -3.484 -7.108 0.65 -0.75 -1.09
C -1.982 -4.465 -7.466 0.09 1.79 0.29
C -0.829 -3.724 -8.145 0.34 0.54 0.15
O -0.440 -2.606 -7.327 -1.12 -1.02 0.50
C 0.852 -2.135 -7.502 0.46 -0.61 0.04
H -4.953 -0.648 -3.688 -0.25 0.36 -0.11
H -6.157 -1.902 -3.638 -0.42 -0.08 0.01
H -6.172 -0.765 -5.016 0.06 0.06 -0.16
H -5.573 -2.630 -6.764 -0.01 0.70 0.12
H -5.958 -3.662 -5.399 -0.21 0.11 0.36
H -4.468 -4.931 -6.961 -0.53 0.04 0.33
H -3.661 -4.500 -5.406 -0.04 -0.72 0.19
H -2.607 -2.724 -6.607 -0.10 0.04 0.13
H -2.386 -5.264 -8.088 0.01 0.09 -0.10
H -1.534 -4.899 -6.573 -0.12 -0.41 0.31
H -1.056 -3.303 -9.124 -0.31 -0.28 -0.25
H 0.029 -4.390 -8.229 0.08 -0.22 -0.14
H 1.628 -2.890 -7.373 -0.03 -0.63 0.21
H 1.010 -1.447 -6.671 0.17 0.64 -0.66
H 0.995 -1.823 -8.536 0.10 0.96 0.07
C -2.143 -1.118 2.914 -0.05 -0.19 1.61
O -1.915 0.003 3.783 -0.10 0.38 -0.17
C -0.838 -0.081 4.718 -0.64 -1.58 0.13
C -1.046 -1.130 5.877 -0.49 1.60 -0.47
N -2.005 -0.644 6.939 0.76 -1.95 -0.32
C -1.887 -1.519 8.169 -0.44 1.53 -0.82
C -2.414 -2.925 7.922 0.30 0.77 0.20
O -2.832 -3.457 9.174 0.36 -0.70 -0.32
C -1.761 -3.861 10.010 -0.12 0.27 0.46
H -2.698 -1.869 3.478 -0.02 -0.31 0.09
H -1.205 -1.588 2.617 0.10 0.17 -0.45
H -2.816 -0.866 2.095 0.50 0.51 -0.10
H -0.662 0.920 5.112 -0.11 0.05 -0.08
H 0.037 -0.425 4.168 0.37 0.10 0.01
H -0.064 -1.376 6.281 0.33 0.19 0.29
H -1.340 -2.037 5.348 -0.64 -0.16 0.42
H -1.761 0.313 7.147 0.08 0.04 0.20
H -2.471 -1.129 9.002 -0.38 0.38 -0.31
H -0.869 -1.481 8.558 0.41 -0.42 -0.21
H -1.631 -3.456 7.380 0.05 -0.83 0.36
H -3.276 -2.902 7.255 -0.13 0.16 0.23
H -2.102 -3.930 11.042 -0.44 -0.02 -0.10
H -0.976 -3.105 10.050 0.27 -0.10 -0.27
H -1.361 -4.845 9.762 0.13 0.01 -0.38
C 1.697 -5.289 -4.444 0.35 1.47 -0.77
O 1.650 -6.666 -4.324 0.30 -0.27 -1.28
C 1.612 -7.120 -3.032 -0.80 0.01 1.92
C 0.238 -6.819 -2.385 0.07 -1.21 0.04
N -0.840 -7.435 -3.163 1.18 0.03 0.39
C -2.139 -6.886 -2.836 -0.02 -1.25 -1.05
C -3.204 -7.603 -3.650 -0.77 0.06 -0.27
O -3.172 -7.242 -5.024 0.36 0.54 0.40
C -4.221 -7.776 -5.807 0.93 0.25 0.29
H 2.408 -4.806 -3.775 0.28 -0.21 0.28
H 0.771 -4.729 -4.314 -0.47 -0.43 0.27
H 2.011 -5.050 -5.460 0.11 -0.15 -0.09
H 2.385 -6.693 -2.393 0.22 0.71 0.01
H 1.904 -8.170 -3.007 -0.69 -0.28 -0.33
H 0.003 -5.757 -2.308 0.66 0.31 0.29
H 0.262 -7.267 -1.391 -0.10 0.31 0.25
H -0.499 -7.302 -4.104 -0.98 0.03 -0.62
H -2.261 -5.811 -2.973 0.15 0.38 -0.18
H -2.333 -7.098 -1.785 -0.01 -0.02 0.14
H -4.172 -7.341 -3.223 -0.41 0.19 0.01
H -3.148 -8.691 -3.613 0.41 -0.19 0.41
H -5.195 -7.381 -5.516 -0.16 0.12 0.01
H -4.231 -8.863 -5.722 -0.11 -0.20 -0.16
H -3.943 -7.460 -6.813 -0.46 -0.25 -0.13
C 4.067 -2.365 0.200 0.70 0.51 -0.03
O 2.845 -2.917 0.661 0.40 0.07 -1.04
C 2.837 -4.333 0.736 -0.70 -0.43 0.25
C 1.482 -4.841 1.250 0.12 -0.23 1.11
N 0.388 -4.955 0.300 -0.24 1.08 -1.29
C -0.060 -3.654 -0.236 -0.44 0.69 0.61
C -1.530 -3.627 -0.646 0.00 -1.38 -0.88
O -2.412 -4.013 0.422 0.35 0.92 0.00
C -3.765 -4.114 0.028 -0.35 -0.50 0.26
H 4.940 -2.696 0.762 -0.07 -0.29 0.49
H 4.080 -1.276 0.249 -0.64 0.06 0.57
H 4.373 -2.502 -0.837 -0.71 -0.82 -0.45
H 3.666 -4.646 1.372 -0.11 -0.07 0.60
H 3.008 -4.927 -0.161 0.12 0.71 -0.95
H 1.189 -4.279 2.137 -0.01 0.66 0.14
H 1.677 -5.823 1.680 0.02 -0.34 -0.30
H -0.487 -5.247 0.712 0.36 -0.81 0.75
H 0.545 -3.240 -1.043 0.02 -0.40 -0.22
H -0.003 -2.893 0.543 0.25 0.29 0.44
H -1.717 -4.342 -1.447 0.22 -0.40 -0.23
H -1.758 -2.690 -1.154 -0.21 0.56 0.67
H -4.418 -4.151 0.900 0.34 0.34 0.35
H -3.986 -5.070 -0.447 0.31 -0.14 -0.55
H -4.124 -3.306 -0.609 0.28 0.19 -0.13
```
Positions in Å, forces in eV/Å.

Summary:
- Energy above the lowest of the compared OMol25 structures with the same formula, charge and spin: 115.7 kcal/mol
- HOMO-LUMO gap: 8.59 eV
- SMILES string: COCCNCCOC.COCCNCCOC.COCCNCCOC.COCCNCCOC.COCCNCCOC.COCCNCCOC.COCCNCCOC.COCCNCCOC.COCCNCCOC


Entry 3:
One molecule with the formula C4H6O. Source: the OMol25 dataset; level of theory: the ωB97M-V functional and the def2-TZVPD basis.

The geometry in XYZ format:
```
11
Properties=species:S:1:pos:R:3:forces:R:3
C 1.845 0.149 -0.846 -0.23 1.45 -0.31
C 0.714 0.513 -0.625 0.68 0.50 -0.34
C -0.645 0.478 -0.107 0.18 -0.36 -0.26
C -0.636 -1.035 0.271 -0.26 -0.28 0.18
O -0.888 1.397 0.943 0.23 -0.14 0.19
H 2.840 0.283 -1.163 0.59 -0.37 -0.14
H -1.400 0.737 -0.860 0.25 -0.32 0.10
H -1.329 -1.607 -0.344 -0.26 0.01 0.30
H -0.801 -1.151 1.340 -0.42 -0.07 0.00
H 0.369 -1.403 0.051 -0.62 -0.32 0.33
H -0.070 1.526 1.441 -0.14 -0.09 -0.05
```
Positions in Å, forces in eV/Å.

Summary:
- Energy above the lowest of the compared OMol25 structures with the same formula, charge and spin: 48.7 kcal/mol
- HOMO-LUMO gap: 10.83 eV
- SMILES string: C#C[C@@H](C)O


Entry 4:
A 2-piece molecular cluster, C2H8N3O overall. Source: the OMol25 dataset; level of theory: the ωB97M-V functional and the def2-TZVPD basis.

The geometry in XYZ format:
```
14
Properties=species:S:1:pos:R:3:forces:R:3
C 1.960 -0.985 0.430 -0.22 0.11 -0.02
N 3.037 -0.233 0.630 0.65 0.02 -0.07
O 0.792 -0.617 0.544 0.22 0.26 -0.26
H 2.227 -2.002 0.118 -0.19 -0.15 0.24
H 3.933 -0.693 0.634 0.03 0.06 -0.17
H 3.059 0.774 0.690 -0.43 -0.10 0.28
N -1.428 -0.384 -1.010 0.64 0.09 0.14
C -2.291 0.505 -0.628 -0.56 -0.20 -0.23
N -2.052 1.307 0.376 0.38 0.27 0.33
H -0.522 -0.408 -0.520 0.02 -0.46 0.03
H -1.584 -1.085 -1.714 -0.37 0.22 -0.17
H -3.244 0.587 -1.138 0.01 -0.05 0.08
H -2.719 1.975 0.723 -0.18 0.01 -0.21
H -1.167 1.257 0.864 -0.01 -0.07 0.04
```
Positions in Å, forces in eV/Å.

Summary:
- Energy above the lowest of the compared OMol25 structures with the same formula, charge and spin: 2.8 kcal/mol
- HOMO-LUMO gap: 11.44 eV
- Net charge: +1


| no. | strongest force on any atom (eV/Å) |
| --- | --- |
| 1 | 2.10 |
| 2 | 3.05 |
| 3 | 1.50 |
| 4 | 0.66 |